25
Properties=species:S:1:pos:R:3 method="wB97M-V/def2-TZVPD" molar_mass_g_mol=139.148 homo_lumo_gap_ha="0.402 / 0.177" e_tot_ev=-15076.7618 spin_multiplicity=2 s2=0.75 e_above_lowest_kcal_mol=37.5 e_lumo_ev="-3.6 / -9.8" charge=+1
C 2.24 1.13 0.97
N 1.74 0.16 0.01
H 3.21 0.77 1.26
H 1.58 1.39 1.91
H 2.59 2.15 0.50
H 0.91 0.70 -0.53
H 2.44 0.00 -0.52
H -0.20 -2.71 1.07
H 0.69 -1.52 0.98
O 0.13 -1.96 1.57
H 0.99 -2.87 -2.42
H 0.68 -1.42 -1.67
O 0.45 -1.99 -2.46
H -2.07 -0.26 -0.14
H -2.70 -1.27 -1.27
O -1.99 -1.09 -0.59
H -1.98 1.53 0.94
H -1.00 2.66 0.36
O -1.72 2.00 0.15
H -1.84 -0.98 1.83
H -0.66 0.03 1.98
O -1.73 0.03 1.92
H -0.59 1.10 -2.72
H -0.92 1.07 -1.24
O -0.26 1.38 -1.89

=====

35
Properties=species:S:1:pos:R:3 method="wB97M-V/def2-TZVPD" molar_mass_g_mol=356.069 homo_lumo_gap_ha=0.348 e_tot_ev=-95249.7202 e_above_lowest_kcal_mol=18.7 e_lumo_ev=-4.9 charge=+1
Be -0.41 5.28 13.20
As -2.83 4.04 16.37
F -4.32 3.78 15.54
F -2.26 2.49 15.79
F -1.29 4.33 17.16
F -3.39 5.61 17.00
F -3.51 3.23 17.75
F -2.11 4.77 14.89
O -1.38 7.62 13.75
H -1.76 7.77 14.62
H -0.86 8.41 13.56
O 0.27 5.84 15.87
H 0.81 6.59 16.17
H 0.29 5.21 16.61
O -1.90 3.07 12.50
H -1.98 2.56 13.33
H -2.41 2.57 11.86
O -0.40 5.99 10.83
H -1.12 6.60 10.61
H 0.30 6.19 10.20
O -2.85 5.78 12.34
H -3.53 5.43 11.75
H -3.34 6.19 13.06
O 1.25 6.88 13.07
H 1.57 7.22 13.92
H 1.84 7.26 12.41
O 0.27 3.33 14.36
H 0.00 2.41 14.25
H 1.11 3.29 14.84
C 2.52 3.62 11.88
O 1.08 3.64 11.80
H 2.85 4.39 12.56
H 2.78 2.60 12.17
H 2.98 3.67 10.89
H 0.83 2.94 11.18

=====

29
Properties=species:S:1:pos:R:3 method="wB97M-V/def2-TZVPD" molar_mass_g_mol=186.161 homo_lumo_gap_ha="0.344 / 0.131" e_tot_ev=-20679.5097 spin_multiplicity=2 s2=0.77 e_above_lowest_kcal_mol=20.5 e_lumo_ev="-4.0 / -9.9" charge=+1
O 1.01 0.20 1.80
H 1.75 0.51 2.31
H 1.40 -0.35 1.12
O -1.62 -2.21 0.94
H -2.41 -1.83 1.34
H -1.11 -2.53 1.68
O -1.18 1.41 3.00
H -0.54 0.91 2.49
H -1.98 0.89 2.96
O -0.79 0.14 -0.75
H -1.11 -0.74 -0.57
H -1.25 0.70 -0.12
O 1.31 -0.40 -2.85
H 0.59 -0.09 -2.29
H 2.02 -0.59 -2.24
O -1.49 -3.96 -1.06
H -1.88 -3.31 -0.47
H -2.21 -4.21 -1.64
O -3.99 -0.27 -1.20
H -3.94 -1.11 -0.74
H -4.92 -0.05 -1.18
C 2.97 2.63 -0.25
O 3.22 3.80 -0.01
N 3.63 1.56 0.10
N 1.90 2.21 -0.92
H 3.11 0.70 0.16
H 4.48 1.88 0.52
H 1.21 2.91 -1.13
H 1.82 1.21 -1.00